ORCA calculation (ωB97M-V/def2-TZVPD) on one molecule with the formula C5H11NS2 at a distorted geometry.

```
19
Properties=species:S:1:pos:R:3:forces:R:3
C -2.099831 -0.554023 -0.206406 -1.0 2.4 -0.7
C -2.784527 -1.846358 -0.244760 -0.8 -0.3 0.9
C 1.388928 -0.485315 0.728938 -0.5 -3.2 -0.3
C 2.132377 1.717605 0.115881 2.0 3.0 0.1
C 1.403184 0.538566 -0.380137 1.4 -2.6 -1.5
N 0.196550 0.887940 -0.979345 -3.5 1.2 -1.1
S -2.688345 0.880643 0.404475 1.0 -2.5 -0.5
S -0.821999 1.961229 -0.390784 1.2 0.7 -0.3
H -1.126811 -0.428833 -0.778742 -0.5 -0.2 0.7
H -3.555607 -1.855922 0.593846 1.0 -0.6 -1.2
H -1.922660 -2.517197 -0.142074 -0.6 -0.7 0.4
H -3.265047 -2.130131 -1.217521 0.4 0.6 0.7
H 0.713946 -1.502102 0.539535 1.7 2.7 0.2
H 2.458294 -0.801270 0.735475 -0.8 -0.2 0.6
H 1.112324 -0.083905 1.700480 -0.1 0.1 0.1
H 2.137729 2.578057 -0.654555 -0.1 -1.3 1.2
H 3.203864 1.605245 0.436489 -0.9 -0.5 -0.5
H 1.649566 2.083089 1.044467 0.0 0.0 -0.6
H 1.868072 -0.047320 -1.305268 0.0 1.4 1.9
```
Forces are in eV/Å.

Summary:
* ΔE to the lowest compared entry with this formula, charge and spin: 89.90 kcal/mol
* lowest unoccupied orbital energy (spin up / spin down): -0.03143 / -0.03145 hartree
* HOMO-LUMO gap (spin up / spin down): 6.4 / 6.4 eV
* total energy: -28520.112 eV
* net charge: 0
* HOMO energy (spin up / spin down): -7.3 / -7.3 eV

ORCA calculation (ωB97M-V/def2-TZVPD) on one molecule with the formula CH8OSi2 at a distorted geometry.

```
12
Properties=species:S:1:pos:R:3:forces:R:3
O -0.917187 0.489471 1.302404 -0.5 0.3 -0.8
C -0.059786 -0.285761 0.349031 -1.2 -0.1 1.3
Si -0.935062 -0.374007 -1.291418 1.0 0.8 -1.2
Si 1.768084 0.427747 0.698525 -3.1 0.3 -0.1
H -1.864653 0.409837 0.994923 1.6 0.1 0.5
H -0.391249 -1.335078 0.685001 1.6 0.8 -0.6
H -1.027816 0.696153 -2.424642 0.9 -0.8 0.8
H -2.305945 -0.248034 -0.958390 -1.5 -0.5 0.6
H -0.437967 -1.719601 -1.619166 -0.3 -0.1 -0.8
H 2.865143 -0.004224 -0.102887 0.7 -0.8 -0.4
H 1.561101 1.844341 0.238995 0.2 -0.3 0.6
H 1.745336 0.099157 2.127622 0.7 0.4 0.2
```
Forces are in eV/Å.

Summary:
* ΔE to the lowest compared entry with this formula, charge and spin: 35.67 kcal/mol
* structure (SMILES): OC([SiH3])[SiH3]
* lowest unoccupied orbital energy: 0.02945 hartree
* HOMO-LUMO gap: 10.7 eV
* total energy: -18966.667 eV
* net charge: 0
* HOMO energy: -9.9 eV